[1]
Computed, not measured: C25H33ClN4O in the gas phase, with the ωB97M-V functional and the def2-TZVPD basis.

HOMO energy: -0.303 Ha
structure (SMILES): O=C(c1nc2ccc(Cl)cn2c1CNCC[C@@H]1C[C@@H]2C=C[C@H]1C2)N1CCCCCCC1

Element x y z (Å)
O -0.8745 0.6099 1.0052
C -0.0902 1.5486 1.1255
C 0.9782 1.7129 0.1120
N 1.6443 2.8587 -0.1747
C 2.4812 2.5704 -1.1492
C 3.4035 3.3827 -1.8258
C 4.1722 2.8381 -2.8133
C 4.0207 1.4714 -3.1446
Cl 4.9884 0.7990 -4.4058
C 3.1255 0.6764 -2.4933
N 2.3775 1.2243 -1.5055
C 1.4216 0.6779 -0.7066
C 1.0647 -0.7649 -0.7742
N 0.6742 -1.1163 -2.1378
C 0.4063 -2.5297 -2.3303
C -0.8433 -3.0598 -1.6166
C -1.1098 -4.5322 -1.9151
C -2.3590 -5.0759 -1.1865
C -1.8105 -6.2858 -0.3951
C -0.9084 -5.7053 0.6630
C 0.1720 -5.2377 0.0520
C 0.0050 -5.4972 -1.4223
C -0.7683 -6.8198 -1.3822
N -0.1640 2.3980 2.1748
C 0.7187 3.5211 2.3994
C 0.3341 4.7940 1.6331
C -1.0333 5.4010 1.9450
C -2.2084 4.4768 1.5974
C -2.8769 3.8369 2.8160
C -1.9154 3.1900 3.8093
C -1.0927 2.0420 3.2359
H 3.4790 4.4197 -1.5451
H 4.8912 3.4319 -3.3531
H 2.9494 -0.3600 -2.7302
H 0.2839 -0.9526 -0.0277
H 1.9463 -1.3710 -0.5242
H -0.1525 -0.5794 -2.3879
H 0.3028 -2.6908 -3.4087
H 1.2892 -3.0772 -1.9894
H -0.7360 -2.9253 -0.5391
H -1.7065 -2.4711 -1.9416
H -1.2194 -4.6541 -2.9973
H -3.1246 -5.3972 -1.8924
H -2.7966 -4.3326 -0.5211
H -2.5740 -6.9778 -0.0472
H -1.1655 -5.6403 1.7046
H 1.0035 -4.7099 0.4832
H 0.9117 -5.4756 -2.0220
H -1.1872 -7.1101 -2.3445
H -0.1794 -7.6407 -0.9747
H 0.7394 3.7174 3.4735
H 1.7289 3.2497 2.0816
H 0.3889 4.5643 0.5696
H 1.1052 5.5369 1.8495
H -1.0871 5.6984 2.9939
H -1.1133 6.3176 1.3559
H -2.9758 5.0464 1.0679
H -1.8655 3.6989 0.9164
H -3.5869 3.0841 2.4667
H -3.4448 4.6036 3.3507
H -1.2581 3.9482 4.2356
H -2.5008 2.7770 4.6348
H -1.7597 1.2839 2.8191
H -0.5194 1.5822 4.0538

Atom charges from the natural (NBO) analysis, given in e for atoms 1 to 6: atom 1 (O): -0.66, atom 2 (C): 0.65, atom 3 (C): 0.02, atom 4 (N): -0.48, atom 5 (C): 0.31, atom 6 (C): -0.20

[2]
Computed, not measured: FH5N3P in the gas phase, with the ωB97M-V functional and the def2-TZVPD basis.

HOMO energy: -0.347 Ha
structure (SMILES): N=P(N)(N)F

Element x y z (Å)
N -1.5549 1.1870 0.3976
P -0.6057 0.0279 0.1432
N 0.5585 -0.5632 1.2322
N 0.7843 -0.0142 -1.2488
F -1.4686 -1.1126 -0.6122
H -1.4386 1.9165 1.0434
H 0.3688 -1.3737 1.7662
H 1.3707 -0.6701 0.5906
H 1.6124 0.5849 -1.1001
H 0.3731 0.0176 -2.2120

Atom charges from the natural (NBO) analysis, given in e for atoms 1 to 6: atom 1 (N): -1.29, atom 2 (P): 2.23, atom 3 (N): -1.18, atom 4 (N): -1.22, atom 5 (F): -0.55, atom 6 (H): 0.40

[3]
Computed, not measured: C15H20BN3O2S in the gas phase, with the ωB97M-V functional and the def2-TZVPD basis.

HOMO energy: -0.286 Ha
structure (SMILES): N[C@@H](Cc1c[nH]c2ccccc12)C(=S)N1CCC[C@H]1B(O)O

Element x y z (Å)
N -1.6757 0.0876 -0.1909
C -0.6156 -0.7198 -0.7153
C 0.7558 -0.0393 -0.7363
C 0.7491 1.4174 -1.1004
C 0.6662 2.4562 -0.1891
N 0.8937 3.6699 -0.7733
C 1.0938 3.4136 -2.1283
C 1.3942 4.3091 -3.1905
C 1.5500 3.7668 -4.4559
C 1.4626 2.3856 -4.6706
C 1.1778 1.4844 -3.6622
C 0.9745 2.0294 -2.3691
C -0.5995 -2.0624 -0.0086
S -0.0060 -3.2472 -0.9818
N -0.9619 -2.3429 1.2600
C -0.8952 -3.7167 1.8336
C -1.6570 -3.7918 3.1805
C -1.6557 -2.3480 3.6545
C -1.2907 -1.4597 2.4177
B 0.0772 -0.5868 2.4671
O -0.0073 0.8116 2.4390
O 1.3028 -1.2526 2.5108
H -1.7607 0.9274 -0.7596
H -1.3709 0.4400 0.7091
H -0.9182 -0.9286 -1.7603
H 1.4443 -0.5650 -1.4181
H 1.1894 -0.1720 0.2707
H 0.5978 2.3358 0.8670
H 0.8308 4.5776 -0.3019
H 1.3672 5.3604 -3.0460
H 1.7037 4.4137 -5.2984
H 1.6962 1.9672 -5.6329
H 1.0662 0.4253 -3.8319
H 0.1685 -3.9407 1.9855
H -1.3066 -4.4247 1.0973
H -1.1572 -4.4797 3.9025
H -2.6923 -4.1822 3.0639
H -0.8869 -2.1914 4.4013
H -2.6183 -2.1290 4.1130
H -2.1018 -0.8204 2.1276
H 0.7849 1.2938 2.7398
H 1.2306 -2.1717 2.1805

Atom charges from the natural (NBO) analysis, given in e for atoms 1 to 6: atom 1 (N): -0.83, atom 2 (C): -0.12, atom 3 (C): -0.43, atom 4 (C): -0.10, atom 5 (C): -0.02, atom 6 (N): -0.53

[4]
Computed, not measured: 8 unconnected molecules or ions with the total composition C20H41FN2O31S8, with the ωB97M-V functional and the def2-TZVPD basis.

HOMO energy: -0.332 Ha
structure (SMILES): CCN(CCNS(=O)(=O)F)C(C)=O.O=S1(=O)OCCO1.O=S1(=O)OCCO1.O=S1(=O)OCCO1.O=S1(=O)OCCO1.O=S1(=O)OCCO1.O=S1(=O)OCCO1.O=S1(=O)OCCO1

Element x y z (Å)
C -5.0755 0.7227 1.2469
C -5.6879 -0.0902 2.3781
N -5.2404 0.2759 3.7441
C -4.2363 -0.6214 4.3049
C -2.9924 -0.9479 3.4726
N -1.8828 0.0197 3.7225
S -0.4989 -0.5123 3.0493
O 0.0666 -1.6132 3.7660
O -0.7007 -0.6902 1.6543
F 0.4570 0.6919 3.2664
C -4.9958 1.6380 3.9653
C -6.2168 2.5209 3.8500
O -3.9201 2.0784 4.2992
H -5.4646 0.3236 0.3092
H -5.3466 1.7760 1.2761
H -3.9934 0.6042 1.1954
H -5.4422 -1.1432 2.2415
H -6.7784 -0.0324 2.3373
H -4.7132 -1.5658 4.5703
H -3.9065 -0.1784 5.2474
H -2.6544 -1.9449 3.7769
H -3.1699 -0.9983 2.4023
H -1.7318 0.0584 4.7299
H -6.9683 2.1794 4.5618
H -5.9395 3.5531 4.0389
H -6.6673 2.4450 2.8593
O 1.0612 -0.3558 10.0060
S 0.5559 0.1243 8.7689
O -0.6663 0.8446 8.7144
O 0.5048 -1.0952 7.7415
C 1.2671 -0.7871 6.5595
C 2.3536 0.1444 7.0487
O 1.6737 0.9739 8.0200
H 0.6082 -0.2995 5.8429
H 1.6560 -1.6991 6.1209
H 2.7642 0.7674 6.2601
H 3.1549 -0.3827 7.5525
O -5.3266 -2.1927 -1.5631
S -5.3372 -1.1089 -2.4841
O -6.5498 -0.4386 -2.7930
O -4.6171 -1.5764 -3.8232
C -3.5107 -0.6986 -4.1316
C -3.0342 -0.2208 -2.7789
O -4.2602 -0.0274 -2.0343
H -3.8713 0.1265 -4.7458
H -2.7439 -1.2499 -4.6693
H -2.4881 0.7162 -2.8263
H -2.4394 -0.9705 -2.2700
O -0.3529 -1.0176 -3.0463
S 0.3930 -0.5040 -4.1415
O -0.1078 -0.6288 -5.4664
O 1.8717 -1.0739 -4.0565
C 2.8256 0.0068 -4.0166
C 2.0762 1.1385 -3.3480
O 0.7379 1.0266 -3.8786
H 3.1059 0.2571 -5.0401
H 3.7103 -0.2912 -3.4650
H 2.4849 2.1157 -3.5761
H 2.0328 1.0074 -2.2662
O 5.5715 -2.1774 -2.6166
S 5.3895 -2.5599 -3.9702
O 5.3942 -1.5930 -5.0093
O 4.0632 -3.4400 -4.0647
C 4.3464 -4.7211 -4.6451
C 5.7826 -4.9955 -4.2451
O 6.4220 -3.7138 -4.3553
H 4.2354 -4.6455 -5.7280
H 3.6484 -5.4561 -4.2547
H 6.2798 -5.7044 -4.9004
H 5.8562 -5.3342 -3.2103
O 3.7965 -4.0906 5.4840
S 4.5728 -3.1798 6.2409
O 4.2965 -1.7854 6.2049
O 6.1150 -3.4347 5.9234
C 6.8397 -3.7094 7.1328
C 5.8135 -4.3606 8.0385
O 4.6086 -3.6277 7.7708
H 7.2001 -2.7654 7.5447
H 7.6817 -4.3579 6.9090
H 6.0606 -4.2769 9.0925
H 5.6499 -5.4081 7.7793
O 3.8963 3.3187 -1.7518
S 4.3433 4.3353 -2.6366
O 5.4706 4.1440 -3.4719
O 4.5014 5.6890 -1.8089
C 3.6905 6.7280 -2.3795
C 2.5197 5.9884 -2.9955
O 3.1153 4.8041 -3.5498
H 4.2787 7.2537 -3.1332
H 3.3901 7.4204 -1.5984
H 2.0279 6.5492 -3.7846
H 1.7878 5.6915 -2.2422
O -4.3661 1.8697 -5.7426
S -4.7892 2.4425 -6.9719
O -5.8600 3.3662 -7.0226
O -5.0400 1.2502 -8.0041
C -4.2337 1.4204 -9.1783
C -3.0061 2.1557 -8.6787
O -3.5300 3.0843 -7.7172
H -4.7937 2.0134 -9.9033
H -4.0017 0.4467 -9.6004
H -2.4880 2.7010 -9.4620
H -2.3094 1.4839 -8.1732

Atom charges from the Mulliken analysis, given in e for atoms 1 to 6: atom 1 (C): -0.48, atom 2 (C): -1.09, atom 3 (N): 0.26, atom 4 (C): -1.21, atom 5 (C): -0.78, atom 6 (N): -0.05

[5]
Computed, not measured: 2 unconnected molecules or ions with the total composition C2H9N, with the ωB97M-V functional and the def2-TZVPD basis.

HOMO energy: -0.331 Ha
structure (SMILES): CN.C

Element x y z (Å)
C 1.4164 0.5880 -0.0574
N 1.2814 1.0816 1.3111
H 0.6358 -0.1493 -0.3662
H 2.4708 0.1658 -0.2312
H 1.2628 1.4764 -0.7719
H 0.2887 1.0438 1.5458
H 1.6955 1.9417 1.4322
C -1.7855 -1.1756 -0.6258
H -2.3317 -0.5174 0.0458
H -2.5685 -1.8272 -1.0484
H -1.2540 -1.8555 0.1065
H -1.1117 -0.7724 -1.3403

Atom charges from the natural (NBO) analysis, given in e for atoms 1 to 6: atom 1 (C): -0.42, atom 2 (N): -0.85, atom 3 (H): 0.20, atom 4 (H): 0.19, atom 5 (H): 0.16, atom 6 (H): 0.36

[6]
Computed, not measured: a molecular structure, C22H26AuClN7OS, with the ωB97M-V functional and the def2-TZVPD basis.

net charge: +1
HOMO energy (alpha / beta): -0.388 / -0.388 Ha

Element x y z (Å)
Au -0.9927 0.8038 0.0638
C -4.5188 5.1377 1.4496
C -4.0692 4.9719 0.0013
N -2.6331 4.8617 -0.1130
C -1.9335 3.7418 0.0496
S -2.8270 2.2458 0.2674
N -0.6434 3.8069 0.0204
N 0.1213 2.7143 0.1110
C 1.3981 2.9093 0.2230
C 1.9703 4.2843 0.3046
C 2.2996 1.7739 0.2622
C 3.6766 1.9491 0.0744
C 4.5148 0.8558 0.1725
C 3.9622 -0.3806 0.4592
C 2.5819 -0.4678 0.5869
N 1.7752 0.5691 0.4876
H -5.5984 5.2426 1.4792
H -4.0697 6.0233 1.8910
H -4.2412 4.2644 2.0355
H -4.3799 5.8313 -0.5957
H -4.5140 4.0666 -0.4207
H -2.0883 5.7110 -0.1642
H 1.2004 4.9848 0.6111
H 2.3310 4.5877 -0.6773
H 2.7946 4.3200 1.0109
H 4.0799 2.9198 -0.1584
H 5.5783 0.9709 0.0341
H 4.5793 -1.2574 0.5759
H 2.1296 -1.4194 0.8008
Cl 1.4768 -6.4934 -2.7043
C -0.3572 -4.5634 -0.7354
C -0.5129 -3.7153 -1.9588
C -1.1198 -2.3108 -1.8033
C -1.5320 -1.8579 -0.4003
C -2.4529 -0.6825 -0.2721
C -1.4181 -2.7544 0.8450
C -0.7045 -4.0836 0.6453
H -0.7149 -4.2449 -2.8844
H -1.7269 -1.9517 -2.6290
H -3.1349 -0.7399 0.5700
H -3.0110 -0.4572 -1.1755
H -2.2642 -2.7740 1.5260
H -1.0523 -4.8636 1.3266
C 1.4547 -4.2109 1.9790
N 0.7286 -3.7234 0.8396
C 1.0955 -4.1745 -0.4886
C 0.9151 -3.1850 -1.6605
C 0.3158 -1.7671 -1.4771
N -0.1639 -1.2958 -0.1396
C -0.1777 -1.9017 1.1994
O 0.2984 -1.4728 2.2039
N 1.0198 -0.7522 -2.1545
H 1.5890 -5.2964 1.9469
H 0.9035 -3.9400 2.8776
H 2.4314 -3.7244 2.0065
H 1.9793 -4.8009 -0.5619
H 1.7012 -3.2615 -2.4067
H 1.5032 -1.0758 -2.9808
H 0.4493 0.0540 -2.3784

Atom charges from the natural (NBO) analysis, given in e for atoms 1 to 6: atom 1 (Au): 1.08, atom 2 (C): -0.62, atom 3 (C): -0.22, atom 4 (N): -0.56, atom 5 (C): 0.31, atom 6 (S): -0.11

For the records above, the corresponding energy values read -1726.8893 -608.5141 -1321.4625 -6513.8349 -136.3129 -2305.9892 a.u..